(1)
65
Properties=species:S:1:pos:R:3:forces:R:3:lowdin_charge:R:1 method="wB97M-V/def2-TZVPD" lumo_ev=-2.361 homo_energy_ev=-10.076 e_tot_ha=-1346.455488 total_charge=+1 largest_force_ev_per_a=2.962 e_above_lowest_kcal_mol=3.0 smiles="COc1ccc(C(=C[C@H](c2ccccc2)[N@H+]2CCC[C@H]2CN)c2ccc(OC)cc2)cc1"
C 6.932458 -2.056413 0.929752 -0.553 -0.179 0.373 -0.054
O 5.738622 -2.630867 1.508990 0.051 0.477 -0.061 -0.088
C 4.585892 -1.908619 1.505149 -0.207 0.235 -0.239 -0.261
C 3.409508 -2.608007 1.876378 0.738 0.225 -0.447 0.011
C 2.174472 -2.023889 1.675361 -0.072 0.430 0.138 -0.030
C 2.063422 -0.684547 1.251211 0.469 0.167 -0.242 -0.197
C 0.739031 -0.092482 0.915298 -0.851 -0.939 -0.445 -0.133
C -0.099646 -0.901132 0.205252 1.110 0.124 0.823 -0.028
C -1.515588 -0.690318 -0.189075 0.077 1.051 2.630 -0.274
C -2.504514 -1.544296 0.583765 -0.004 -0.090 0.346 -0.204
C -3.700731 -0.986957 1.060733 0.210 -0.270 -0.253 -0.036
C -4.749613 -1.838183 1.407810 0.088 0.080 0.143 -0.059
C -4.571275 -3.224584 1.351298 0.179 0.177 0.028 -0.066
C -3.320165 -3.757497 1.028801 0.155 0.036 -0.036 -0.056
C -2.270570 -2.916008 0.645828 -0.563 -0.071 0.093 -0.036
N -1.709770 -1.015630 -1.565819 -0.352 -1.203 -2.684 0.003
C -3.177967 -0.985329 -1.971922 -0.135 0.310 0.027 -0.077
C -3.149286 -0.837352 -3.475009 -0.132 -0.159 -0.261 -0.144
C -1.949863 0.066311 -3.713687 -0.074 0.213 -0.174 -0.137
C -0.870420 -0.392586 -2.735725 0.073 0.027 -0.552 -0.178
C 0.078148 0.769148 -2.493313 0.448 0.479 -0.282 -0.232
N 1.289059 0.448366 -1.800926 0.571 -0.014 0.310 0.026
C 0.501531 1.337722 1.218791 -0.282 0.454 0.358 -0.154
C 1.253498 2.006913 2.214502 -0.140 -0.215 -0.176 -0.022
C 1.159354 3.370222 2.421765 -0.524 0.586 -0.538 0.023
C 0.307193 4.154577 1.604592 -0.114 -0.375 -0.203 -0.258
O 0.286935 5.500642 1.789088 -0.389 -0.292 -0.461 -0.074
C -0.594936 6.264404 0.928491 0.382 -0.273 0.398 -0.056
C -0.489252 3.504496 0.638184 0.267 0.444 0.508 -0.009
C -0.414363 2.128987 0.502970 0.200 -0.105 -0.161 -0.048
C 3.249430 0.039506 1.017045 -0.312 -0.149 -0.023 -0.041
C 4.503371 -0.552982 1.108882 0.020 -0.838 0.156 -0.003
H 7.679417 -2.835760 1.066404 0.045 0.187 -0.086 0.094
H 6.795332 -1.844428 -0.139123 -0.056 -0.042 0.239 0.098
H 7.234450 -1.144533 1.460629 -0.045 -0.214 -0.092 0.092
H 3.509412 -3.625777 2.250357 -0.032 0.211 -0.178 0.123
H 1.265975 -2.599425 1.862012 0.251 0.195 0.098 0.115
H 0.335361 -1.843010 -0.178147 -0.262 0.389 0.435 0.127
H -1.853785 0.330375 -0.040994 0.072 -0.208 -0.076 0.120
H -3.808402 0.106604 1.108965 -0.051 -0.542 -0.118 0.129
H -5.707984 -1.411924 1.715825 0.329 -0.218 -0.065 0.116
H -5.403427 -3.884518 1.585911 0.209 0.109 0.007 0.111
H -3.152840 -4.831910 1.060791 -0.123 0.183 0.004 0.112
H -1.280693 -3.308977 0.382735 -0.490 0.006 0.073 0.119
H -1.468979 -2.004990 -1.659565 0.056 -0.015 0.265 0.174
H -3.604073 -0.097363 -1.487381 0.053 -0.238 -0.153 0.143
H -3.691658 -1.880006 -1.581947 0.320 0.455 -0.223 0.146
H -4.076061 -0.375799 -3.816784 0.034 -0.178 -0.101 0.128
H -3.038482 -1.816162 -3.961330 -0.008 0.238 0.037 0.130
H -2.227780 1.098866 -3.447127 0.087 -0.200 -0.092 0.133
H -1.577208 0.096967 -4.747057 -0.160 -0.168 0.348 0.138
H -0.309922 -1.261884 -3.130145 -0.221 0.439 0.112 0.168
H -0.467064 1.567951 -1.970478 0.230 -0.204 -0.108 0.106
H 0.346741 1.203582 -3.482001 -0.769 -0.367 0.068 0.138
H 1.774027 -0.386776 -2.107786 -0.086 0.257 -0.147 0.097
H 1.932886 1.225102 -1.705864 -0.152 -0.175 -0.180 0.098
H 1.938754 1.434275 2.838494 -0.179 0.122 -0.170 0.125
H 1.747382 3.869590 3.184978 -0.070 -0.087 -0.076 0.125
H -0.456209 7.291887 1.257548 -0.096 -0.063 -0.137 0.095
H -0.311195 6.157907 -0.129085 0.012 0.040 0.312 0.097
H -1.644616 5.961690 1.057404 0.306 0.074 0.067 0.096
H -1.158326 4.069343 -0.014146 0.191 -0.239 0.336 0.104
H -1.099955 1.701414 -0.228977 0.652 0.396 0.337 0.073
H 3.194673 1.084604 0.707760 -0.045 -0.298 0.052 0.117
H 5.400297 0.009458 0.843685 -0.335 -0.187 0.121 0.108

***

(2)
49
Properties=species:S:1:pos:R:3:forces:R:3:lowdin_charge:R:1 method="wB97M-V/def2-TZVPD" lumo_ev=-2.860 homo_energy_ev=-11.449 e_tot_ha=-5561.830820 total_charge=+1 largest_force_ev_per_a=1.076
Al -0.686297 0.018448 -0.422920 -0.888 0.524 0.306 -0.275
N -0.475309 1.327300 1.165673 0.459 -0.178 0.046 0.052
C -1.137220 2.641437 1.005157 -0.057 0.106 -0.335 -0.151
C -1.145198 2.948139 -0.485939 -0.019 -0.117 0.303 -0.162
N -1.678204 1.736256 -1.150121 0.116 -0.064 -0.229 0.049
H -0.683052 0.949217 2.085522 -0.075 -0.164 -0.064 0.132
H 0.543683 1.437767 1.156172 0.105 0.164 0.110 0.080
H -0.623502 3.425868 1.558901 -0.019 -0.042 0.051 0.135
H -2.159816 2.559361 1.376263 0.038 -0.022 0.058 0.131
H -0.125736 3.113193 -0.830408 0.002 0.053 -0.131 0.108
H -1.741912 3.831350 -0.707281 0.045 0.018 -0.008 0.137
H -1.468097 1.753877 -2.145640 -0.037 -0.006 -0.033 0.123
H -2.692532 1.742863 -1.081416 -0.031 -0.179 -0.014 0.131
C 3.137684 -3.166947 1.161559 -0.152 0.021 -0.081 -0.050
C 1.715444 -3.151014 1.750781 0.496 -0.421 0.302 -0.163
C 0.875576 -2.125818 1.193516 -0.261 0.258 -0.139 -0.029
N 0.202680 -1.303800 0.765874 0.183 -0.049 -0.138 0.248
H 3.724800 -3.895842 1.714637 -0.002 -0.005 -0.014 0.090
H 3.611849 -2.195890 1.253924 0.080 0.132 0.019 0.069
H 3.117370 -3.459579 0.113574 0.011 0.024 0.000 0.087
H 1.755266 -2.970350 2.828715 -0.056 -0.034 -0.024 0.140
H 1.231651 -4.116811 1.590532 -0.125 0.070 0.031 0.139
F 3.962238 0.477426 -3.144630 0.043 0.210 0.168 0.209
C 3.019293 -0.066009 -2.433312 -0.269 -0.522 -0.090 -0.659
F 2.115189 -0.600869 -3.253207 0.141 0.052 -0.008 0.155
F 3.486793 -1.028508 -1.638772 0.070 0.160 -0.113 0.149
S 2.055737 1.135844 -1.339626 -0.853 0.145 0.334 0.733
O 0.709884 0.449827 -1.449969 0.849 0.248 0.292 -0.307
O 2.007478 2.439512 -1.900618 0.286 0.035 -0.392 -0.218
N 2.421656 1.016676 0.190357 -0.063 -0.390 -0.415 -0.296
S 3.983285 1.356693 0.481676 0.230 0.327 -0.028 0.625
O 4.523670 0.519662 1.493571 -0.170 -0.178 0.123 -0.238
O 4.617774 1.501763 -0.794144 0.460 0.210 0.105 -0.265
C 3.822950 3.029474 1.274215 -0.514 -0.246 0.022 -0.674
F 3.077171 2.849291 2.378188 0.106 0.145 -0.041 0.123
F 4.983418 3.546692 1.601105 0.096 -0.101 -0.060 0.191
F 3.165448 3.850994 0.460066 0.122 0.015 0.016 0.145
F -6.887322 -1.976898 0.794622 -0.047 -0.042 0.054 0.159
C -5.715135 -1.902555 0.188842 0.070 0.019 -0.128 -0.130
C -4.689700 -1.161178 0.750258 0.144 0.130 0.217 -0.140
F -4.850924 -0.528022 1.910598 -0.058 -0.015 -0.012 0.137
C -3.485696 -1.093008 0.083522 -0.114 -0.286 -0.435 -0.190
F -2.457816 -0.352193 0.650386 -0.221 0.038 0.305 0.045
C -3.235426 -1.704709 -1.126681 -0.121 -0.019 0.084 -0.457
Se -1.564494 -1.516902 -2.014086 -0.110 -0.110 -0.084 0.981
C -4.281499 -2.448920 -1.663023 0.215 0.115 0.024 -0.239
F -4.098961 -3.067212 -2.823484 -0.119 -0.053 -0.007 0.110
C -5.505328 -2.553676 -1.021897 0.075 0.039 0.098 -0.129
F -6.478799 -3.272214 -1.551036 -0.058 -0.013 -0.047 0.161